Computed, not measured: a 9-piece molecular cluster, C25H68O9 overall, with wB97M-V/def2-TZVPD.

SMILES   CC(C)O.CC(C)O.CC(C)O.CC(C)O.CC(C)O.CC(C)O.CC(C)O.CCO.CCO
E_tot   -1670.3326 Eh
Strongest force on any atom   3.31 eV/Å

Each atom is followed by the atoms it is bonded to, with distances in Å.
Atoms and positions in Å:
1 C 11.5300 16.4050 9.2440  C2 1.450, H5 1.090, H6 1.090, H7 1.090
2 C 12.5206 17.4224 8.9491  C1 1.450, C3 1.466, O4 1.451, H8 1.090
3 C 13.5830 17.0462 8.0116  C2 1.466, H9 1.090, H10 1.090, H11 1.090
4 O 11.9731 18.7074 8.5563  C2 1.451, H12 0.960
5 H 11.0709 16.0797 8.3105  C1 1.090
6 H 10.7747 16.6950 9.9744  C1 1.090
7 H 12.0356 15.5196 9.6294  C1 1.090
8 H 13.0384 17.5576 9.8987  C2 1.090
9 H 14.3328 17.8373 8.0070  C3 1.090
10 H 13.2362 17.0161 6.9786  C3 1.090
11 H 13.9268 16.0551 8.3075  C3 1.090
12 H 11.2141 18.5231 7.9981  O4 0.960
13 C 15.8759 15.6903 12.3799  C14 1.549, H17 1.090, H18 1.090, H19 1.090
14 C 16.3318 16.1802 10.9833  C13 1.549, C15 1.579, O16 1.369, H20 1.090
15 C 16.5385 17.7443 11.0518  C14 1.579, H21 1.090, H22 1.090, H23 1.090
16 O 17.5123 15.5521 10.6890  C14 1.369, H24 0.960
17 H 16.6352 15.7269 13.1610  C13 1.090
18 H 15.6200 14.6320 12.4307  C13 1.090
19 H 14.9950 16.2487 12.6967  C13 1.090
20 H 15.6131 15.8544 10.2314  C14 1.090
21 H 17.1576 18.0186 11.9060  C15 1.090
22 H 15.5271 18.1495 11.0832  C15 1.090
23 H 16.9068 18.2663 10.1686  C15 1.090
24 H 18.0974 16.1476 10.2150  O16 0.960
25 C 15.1891 12.7747 5.9221  C26 1.529, H29 1.090, H30 1.090, H31 1.090
26 C 15.9029 13.9864 6.5212  C25 1.529, C27 1.548, O28 1.380, H32 1.090
27 C 16.5312 13.7443 7.9147  C26 1.548, H33 1.090, H34 1.090, H35 1.090
28 O 16.9439 14.4345 5.7335  C26 1.380, H36 0.960
29 H 14.3850 12.3654 6.5337  C25 1.090
30 H 15.8414 11.9412 5.6619  C25 1.090
31 H 14.7838 13.1494 4.9822  C25 1.090
32 H 15.1165 14.7404 6.4874  C26 1.090
33 H 17.3507 13.0299 7.8361  C27 1.090
34 H 15.8328 13.3084 8.6289  C27 1.090
35 H 16.9352 14.6980 8.2544  C27 1.090
36 H 17.7202 14.3234 6.2872  O28 0.960
37 C 10.5404 7.8626 8.9999  C38 1.554, H41 1.090, H42 1.090, H43 1.090
38 C 11.5292 8.6821 8.1252  C37 1.554, C39 1.592, O40 1.485, H44 1.090
39 C 11.7319 10.1516 8.7032  C38 1.592, H45 1.090, H46 1.090, H47 1.090
40 O 12.8521 8.0272 7.9656  C38 1.485, H48 0.960
41 H 10.2352 6.9711 8.4521  C37 1.090
42 H 9.7172 8.4721 9.3727  C37 1.090
43 H 11.2033 7.5186 9.7939  C37 1.090
44 H 10.9886 8.8795 7.1996  C38 1.090
45 H 12.2205 10.1226 9.6771  C39 1.090
46 H 10.7650 10.5846 8.9597  C39 1.090
47 H 12.2630 10.8325 8.0380  C39 1.090
48 H 12.7198 7.1737 7.5466  O40 0.960
49 C 13.2103 18.6512 13.5107  C50 1.511, H53 1.090, H54 1.090, H55 1.090
50 C 12.2315 19.7298 13.1084  C49 1.511, C51 1.571, O52 1.384, H56 1.090
51 C 10.9529 19.1050 12.4438  C50 1.571, H57 1.090, H58 1.090, H59 1.090
52 O 11.8223 20.4788 14.1984  C50 1.384, H60 0.960
53 H 14.0855 19.1760 13.8937  C49 1.090
54 H 13.4968 18.0599 12.6410  C49 1.090
55 H 12.6687 18.0205 14.2156  C49 1.090
56 H 12.6488 20.2745 12.2615  C50 1.090
57 H 10.3326 18.5289 13.1304  C51 1.090
58 H 11.3234 18.4162 11.6846  C51 1.090
59 H 10.2818 19.8269 11.9785  C51 1.090
60 H 11.0495 20.9133 13.8302  O52 0.960
61 C 11.4741 9.3112 13.5638  C62 1.574, H65 1.090, H66 1.090, H67 1.090
62 C 12.9658 9.8018 13.6780  C61 1.574, C63 1.558, O64 1.406, H68 1.090
63 C 13.9089 9.3588 12.5203  C62 1.558, H69 1.090, H70 1.090, H71 1.090
64 O 12.8918 11.1846 13.9202  C62 1.406, H72 0.960
65 H 10.9153 9.5740 14.4620  C61 1.090
66 H 11.3690 8.2484 13.3453  C61 1.090
67 H 10.9048 9.8186 12.7850  C61 1.090
68 H 13.2792 9.3142 14.6011  C62 1.090
69 H 13.4907 9.5262 11.5278  C63 1.090
70 H 14.1303 8.3071 12.3387  C63 1.090
71 H 14.8797 9.8541 12.5384  C63 1.090
72 H 12.6119 11.1994 14.8383  O64 0.960
73 C 12.5437 15.1186 12.4896  C74 1.556, H77 1.090, H78 1.090, H79 1.090
74 C 11.9506 13.8605 11.7924  C73 1.556, C75 1.570, O76 1.352, H80 1.090
75 C 13.0021 13.1123 10.8986  C74 1.570, H81 1.090, H82 1.090, H83 1.090
76 O 11.4111 13.0581 12.7373  C74 1.352, H84 0.960
77 H 13.1005 15.6990 11.7540  C73 1.090
78 H 13.0923 14.8470 13.3915  C73 1.090
79 H 11.6529 15.6594 12.8089  C73 1.090
80 H 11.1139 14.1394 11.1519  C74 1.090
81 H 13.6515 12.4564 11.4784  C75 1.090
82 H 13.5878 13.7068 10.1974  C75 1.090
83 H 12.4770 12.3238 10.3596  C75 1.090
84 H 12.0171 12.4672 13.1903  O76 0.960
85 C 6.9750 12.8155 13.9000  C86 1.514, H88 1.090, H89 1.090, H90 1.090
86 C 8.4114 12.6082 13.4689  C85 1.514, O87 1.408, H91 1.090, H92 1.090
87 O 9.0996 13.8098 13.7217  C86 1.408, H93 0.960
88 H 6.2959 13.4862 13.3736  C85 1.090
89 H 6.8928 13.1090 14.9465  C85 1.090
90 H 6.5129 11.8372 13.7676  C85 1.090
91 H 8.4546 12.2252 12.4493  C86 1.090
92 H 8.8395 11.8367 14.1089  C86 1.090
93 H 9.9661 13.6970 13.3240  O87 0.960
94 C 6.6923 16.2790 10.9660  C95 1.592, H97 1.090, H98 1.090, H99 1.090
95 C 8.0120 15.4268 10.7065  C94 1.592, O96 1.412, H100 1.090, H101 1.090
96 O 9.0256 15.6700 11.6586  C95 1.412, H102 0.960
97 H 6.7596 17.2643 11.4272  C94 1.090
98 H 6.0325 15.6988 11.6111  C94 1.090
99 H 6.1025 16.5442 10.0886  C94 1.090
100 H 8.4587 15.6535 9.7384  C95 1.090
101 H 7.6251 14.4077 10.7029  C95 1.090
102 H 8.6653 15.2766 12.4568  O96 0.960



Computed, not measured: a 11-piece molecular cluster, C30H87N5O11 overall, with wB97M-V/def2-TZVPD.

SMILES   COC[C@H](C)N.COC[C@H](C)N.COC[C@H](C)N.COC[C@H](C)N.COC[C@H](C)N.CCO.CCO.CCO.CCO.CO.CO
E_tot   -2296.3308 Eh
Strongest force on any atom   3.27 eV/Å

Each atom is followed by the atoms it is bonded to, with distances in Å.
Atoms and positions in Å:
1 C -0.6075 3.6410 -2.8448  O2 1.430, H3 1.158, H4 1.055, H5 1.136
2 O 0.6479 3.4872 -2.1784  C1 1.430, H6 0.993
3 H -1.4564 3.8857 -2.0964  C1 1.158
4 H -0.5210 4.4216 -3.5496  C1 1.055
5 H -0.8967 2.7361 -3.4681  C1 1.136
6 H 1.0322 2.5715 -2.1789  O2 0.993
7 C 4.7652 4.5830 2.4219  O8 1.480, H9 1.173, H10 1.101, H11 1.113
8 O 5.8564 4.1137 1.5383  C7 1.480, H12 1.035
9 H 5.0915 5.1959 3.3668  C7 1.173
10 H 4.0808 5.2877 1.9257  C7 1.101
11 H 4.1942 3.6984 2.7815  C7 1.113
12 H 5.7014 4.4442 0.5692  O8 1.035
13 C -3.4525 1.1469 -4.0698  C14 1.569, H19 1.054, H20 1.088, H21 1.081
14 C -3.4890 -0.0862 -3.1011  C13 1.569, C15 1.548, N18 1.463, H22 1.118
15 C -4.9825 -0.2697 -2.7386  C14 1.548, O16 1.377, H23 1.122, H24 1.113
16 O -5.4762 0.8861 -2.1760  C15 1.377, C17 1.423
17 C -6.8649 0.9868 -2.4702  O16 1.423, H25 1.156, H26 1.065, H27 1.107
18 N -2.8955 -1.3210 -3.6152  C14 1.463, H28 1.031, H29 1.025
19 H -2.4548 1.3628 -4.3320  C13 1.054
20 H -3.8289 2.0502 -3.5950  C13 1.088
21 H -4.0536 0.9968 -4.9557  C13 1.081
22 H -2.9410 0.1437 -2.1543  C14 1.118
23 H -5.1017 -1.1837 -2.0996  C15 1.122
24 H -5.4791 -0.5138 -3.7037  C15 1.113
25 H -6.9737 1.1160 -3.6137  C17 1.156
26 H -7.4136 1.6938 -1.8919  C17 1.065
27 H -7.2484 -0.0234 -2.2313  C17 1.107
28 H -1.9714 -1.5876 -3.2444  N18 1.031
29 H -2.8574 -1.2542 -4.6369  N18 1.025
30 C -0.9176 -6.2063 -2.3221  C31 1.609, H36 1.114, H37 1.100, H38 1.116
31 C 0.2897 -5.6364 -3.2200  C30 1.609, C32 1.589, N35 1.454, H39 1.115
32 C 0.2038 -4.0549 -3.3448  C31 1.589, O33 1.392, H40 1.123, H41 1.050
33 O 1.2723 -3.6672 -4.1475  C32 1.392, C34 1.462
34 C 1.0962 -2.3520 -4.7619  O33 1.462, H42 1.093, H43 1.103, H44 1.056
35 N 1.5827 -5.9813 -2.6510  C31 1.454, H45 1.053, H46 1.022
36 H -0.9574 -5.6226 -1.3735  C30 1.114
37 H -0.8415 -7.2862 -2.1280  C30 1.100
38 H -1.8728 -5.8682 -2.7895  C30 1.116
39 H 0.2766 -6.0873 -4.2397  C31 1.115
40 H 0.2591 -3.5235 -2.3568  C32 1.123
41 H -0.6927 -3.7851 -3.8192  C32 1.050
42 H 1.0425 -1.4923 -4.0884  C34 1.093
43 H 0.1558 -2.4426 -5.3316  C34 1.103
44 H 1.8489 -2.2535 -5.4956  C34 1.056
45 H 1.6017 -7.0341 -2.6250  N35 1.053
46 H 2.3285 -5.6513 -3.2669  N35 1.022
47 C 4.4527 3.2741 -2.1840  C48 1.553, H53 1.075, H54 1.055, H55 1.105
48 C 3.9644 4.6118 -1.5631  C47 1.553, C49 1.511, N52 1.524, H56 1.089
49 C 2.9679 4.4056 -0.4459  C48 1.511, O50 1.406, H57 1.171, H58 1.101
50 O 2.6532 5.6819 0.0519  C49 1.406, C51 1.418
51 C 1.5913 5.6590 0.9908  O50 1.418, H59 1.031, H60 1.144, H61 1.080
52 N 5.1356 5.4198 -1.0180  C48 1.524, H62 0.980, H63 1.040
53 H 5.2332 3.2706 -2.9232  C47 1.075
54 H 3.6243 2.8355 -2.6689  C47 1.055
55 H 4.6457 2.5132 -1.4057  C47 1.105
56 H 3.4641 5.1690 -2.3535  C48 1.089
57 H 3.6132 3.9083 0.3956  C49 1.171
58 H 2.0659 3.8009 -0.6283  C49 1.101
59 H 1.5410 6.6120 1.3805  C51 1.031
60 H 1.9491 4.9821 1.8409  C51 1.144
61 H 0.6352 5.3333 0.6095  C51 1.080
62 H 4.9926 6.3874 -0.9617  N52 0.980
63 H 5.9528 5.4935 -1.6565  N52 1.040
64 C -2.9330 -3.3411 3.7784  C65 1.500, H70 1.086, H71 1.158, H72 1.059
65 C -3.2261 -2.1575 2.9052  C64 1.500, C66 1.520, N69 1.445, H73 1.107
66 C -2.7616 -2.3680 1.4733  C65 1.520, O67 1.384, H74 1.092, H75 1.169
67 O -3.6905 -3.1762 0.8405  C66 1.384, C68 1.390
68 C -3.4023 -3.3437 -0.5093  O67 1.390, H76 1.049, H77 1.095, H78 1.147
69 N -4.5812 -1.6610 2.9741  C65 1.445, H79 0.961, H80 1.046
70 H -1.9132 -3.6972 3.6688  C64 1.086
71 H -3.6079 -4.2712 3.6394  C64 1.158
72 H -3.0119 -2.9019 4.7389  C64 1.059
73 H -2.5550 -1.3842 3.3273  C65 1.107
74 H -1.7700 -2.8149 1.3753  C66 1.092
75 H -2.6432 -1.3188 0.9713  C66 1.169
76 H -3.2003 -2.4183 -0.9605  C68 1.049
77 H -4.3108 -3.7862 -0.9299  C68 1.095
78 H -2.5096 -4.0024 -0.8010  C68 1.147
79 H -4.4534 -0.8356 2.4993  N69 0.961
80 H -5.2510 -2.2282 2.4054  N69 1.046
81 C -2.3929 2.1541 3.5440  C82 1.525, H87 1.113, H88 1.112, H89 1.062
82 C -1.5137 2.0886 2.2997  C81 1.525, C83 1.496, N86 1.488, H90 1.065
83 C -2.0264 2.9343 1.1773  C82 1.496, O84 1.405, H91 1.093, H92 1.101
84 O -3.2863 2.4409 0.7992  C83 1.405, C85 1.362
85 C -4.0046 3.3495 0.0833  O84 1.362, H93 1.117, H94 1.148, H95 1.112
86 N -0.0637 2.3907 2.4445  C82 1.488, H96 1.036, H97 1.051
87 H -3.2287 1.4389 3.3773  C81 1.113
88 H -2.7766 3.1833 3.7149  C81 1.112
89 H -2.0171 1.7194 4.4366  C81 1.062
90 H -1.6354 1.0654 2.0291  C82 1.065
91 H -1.2453 2.8521 0.4175  C83 1.093
92 H -2.0382 4.0133 1.3971  C83 1.101
93 H -5.0767 3.0386 0.0347  C85 1.117
94 H -3.6197 3.3941 -0.9969  C85 1.148
95 H -3.8908 4.3661 0.5203  C85 1.112
96 H 0.1814 2.3094 3.4475  N86 1.036
97 H 0.2136 3.3616 2.1524  N86 1.051
98 C 1.4182 -5.1781 2.4175  C99 1.534, H101 1.096, H102 1.102, H103 1.090
99 C 1.0096 -4.1466 1.3582  C98 1.534, O100 1.413, H104 1.105, H105 1.074
100 O 1.9576 -3.7747 0.3790  C99 1.413, H106 0.924
101 H 1.6183 -6.1759 2.0113  C98 1.096
102 H 0.6352 -5.1697 3.1927  C98 1.102
103 H 2.3296 -4.7682 2.8538  C98 1.090
104 H 0.7708 -3.2780 1.9979  C99 1.105
105 H 0.0571 -4.3759 0.9190  C99 1.074
106 H 1.8887 -4.3204 -0.3633  O100 0.924
107 C 0.1931 -0.3833 4.9647  C108 1.506, H110 1.077, H111 1.074, H112 1.109
108 C 1.1220 -1.5181 4.6205  C107 1.506, O109 1.455, H113 1.067, H114 1.061
109 O 0.4665 -2.7825 4.9170  C108 1.455, H115 0.995
110 H 0.2175 -0.2498 6.0333  C107 1.077
111 H -0.7551 -0.5616 4.4921  C107 1.074
112 H 0.6415 0.5411 4.5464  C107 1.109
113 H 2.0400 -1.3604 5.1404  C108 1.067
114 H 1.2805 -1.6351 3.5781  C108 1.061
115 H 0.7510 -2.9813 5.8497  O109 0.995
116 C 0.2508 -0.4472 -0.2719  C117 1.515, H119 1.110, H120 1.085, H121 1.087
117 C 1.7452 -0.4067 -0.5166  C116 1.515, O118 1.455, H122 1.066, H123 1.135
118 O 2.0496 0.6166 -1.5047  C117 1.455, H124 1.009
119 H 0.0649 -0.7996 0.7636  C116 1.110
120 H -0.2612 -1.0465 -1.0180  C116 1.085
121 H -0.1341 0.5625 -0.3877  C116 1.087
122 H 2.0260 -1.3995 -0.7837  C117 1.066
123 H 2.2161 -0.0398 0.4493  C117 1.135
124 H 3.0494 0.7194 -1.4193  O118 1.009
125 C 5.4145 -0.7213 1.7477  C126 1.531, H128 1.054, H129 1.109, H130 1.095
126 C 6.0285 0.5351 1.1245  C125 1.531, O127 1.455, H131 1.116, H132 1.090
127 O 4.8604 1.2643 0.6545  C126 1.455, H133 0.966
128 H 4.5618 -0.5309 2.3377  C125 1.054
129 H 6.0446 -1.3886 2.3706  C125 1.109
130 H 4.9435 -1.4629 1.0947  C125 1.095
131 H 6.6897 0.3091 0.2550  C126 1.116
132 H 6.4991 1.1400 1.8992  C126 1.090
133 H 4.9890 2.1982 0.8650  O127 0.966



Computed, not measured: a 2-piece molecular cluster, C2H3Cl2NOSi overall, with wB97M-V/def2-TZVPD.

SMILES   C=[Si](Cl)Cl.N=C=O
E_tot   -1417.8986 Eh
Strongest force on any atom   6.36 eV/Å

Each atom is followed by the atoms it is bonded to, with distances in Å.
Atoms and positions in Å:
1 C 0.3385 -2.1016 -0.4057  N3 1.206, O4 1.144
2 C -1.6341 1.7966 0.3358  Si5 1.766, H9 0.983, H10 1.057
3 N 1.3664 -2.6842 -0.1628  C1 1.206, H8 1.021
4 O -0.5650 -1.4426 -0.6448  C1 1.144
5 Si 0.1229 1.6196 0.3498  C2 1.766, Cl6 2.121, Cl7 1.943
6 Cl 1.3567 1.9868 -1.3359  Si5 2.121
7 Cl 1.3512 0.8499 1.6436  Si5 1.943
8 H 1.9099 -3.5474 -0.1142  N3 1.021
9 H -2.2300 1.1854 0.8224  C2 0.983
10 H -2.0165 2.3374 -0.4881  C2 1.057



HOMO energy
In order: -9.694 -9.167 -8.301
Unit: eV
Relative energy (zero: lowest compared OMol25 entry of this formula, charge and spin)
In order: 71.6 68.1 71.3
Unit: kcal per mole